Record 1
{
  "formula": "C7H7F3N2O",
  "method": "ωB97M-V/def2-TZVPD",
  "elements": ["C", "N", "N", "C", "C", "F", "F", "F", "C", "C", "C", "C", "O", "H", "H", "H", "H", "H", "H", "H"],
  "positions_angstrom": [[-0.36111, 2.89033, 0.98180], [-0.10707, 1.52052, 0.65150], [1.12422, 1.09172, 0.54505], [1.00305, -0.39294, 0.01359], [2.23047, -0.98005, -0.39792], [3.06540, -1.18069, 0.64010], [2.05191, -2.16848, -1.02803], [2.94087, -0.20469, -1.19264], [-0.40668, -0.62234, -0.15934], [-1.15905, -1.98479, 0.11992], [-1.00728, -1.50640, -1.26003], [-1.10069, 0.63108, 0.30832], [-2.30154, 0.85120, 0.34832], [-1.36355, 2.92556, 0.77166], [-0.05087, 3.14442, 2.01640], [0.38935, 3.44914, 0.29180], [-1.94483, -1.78017, 0.71752], [-0.60334, -2.87270, 0.41411], [-0.49280, -1.86720, -2.03833], [-1.90646, -0.94352, -1.74381]],
  "relative_energy_kj_mol": 202.3,
  "multiplicity": 1,
  "homo_lumo_gap_ev": [7.880, 7.855]
}

---

Record 2
{
  "formula": "C7H7FN4",
  "method": "ωB97M-V/def2-TZVPD",
  "elements": ["C", "C", "C", "C", "C", "C", "C", "N", "N", "N", "N", "F", "H", "H", "H", "H", "H", "H", "H"],
  "positions_angstrom": [[-3.09373, -0.84518, 0.70573], [-3.38336, -0.11183, -0.46168], [-1.25387, -0.51680, -0.28517], [2.70987, 0.96205, 0.94354], [2.68901, -0.33901, 0.76668], [1.80386, 1.70433, 0.10016], [0.86904, -0.16879, -0.83050], [-1.74460, -1.10046, 0.77343], [1.01412, 1.24539, -0.73449], [-2.12086, 0.08479, -1.04980], [1.82616, -0.95886, -0.13387], [1.72130, -2.32498, -0.16628], [-3.77505, -1.16898, 1.46412], [-4.31711, 0.15516, -0.82242], [3.33537, 1.38884, 1.70273], [3.34677, -1.01546, 1.40663], [1.88776, 2.74673, 0.27899], [0.46183, -0.38975, -1.78788], [-1.97650, 0.65280, -1.86990]],
  "relative_energy_kj_mol": 106.8,
  "s2": 2.016,
  "multiplicity": 3,
  "homo_lumo_gap_ev": [6.066, 6.836]
}

---

Record 3
{
  "formula": "C7H7I2LaO4P",
  "method": "ωB97M-V/def2-TZVPD",
  "elements": ["C", "C", "I", "C", "C", "C", "P", "O", "I", "C", "O", "O", "C", "O", "H", "H", "H", "H", "H", "H", "H", "La"],
  "positions_angstrom": [[2.37502, -0.90738, 0.61976], [1.90359, -0.39419, -0.73379], [3.59728, 0.04567, -1.95454], [1.10638, 0.92366, -0.61031], [-0.35472, 0.81235, -0.31179], [-1.22719, -0.12712, 0.13167], [-0.95806, -2.02264, 0.29359], [-2.29924, -2.23437, -0.58704], [-1.65521, -2.33602, 2.56033], [-2.48415, 0.54038, 0.54460], [-3.20294, 0.30629, 1.43289], [-2.54053, 1.86153, -0.09274], [-1.23443, 1.96318, -0.73510], [-1.07140, 2.71767, -1.63954], [1.53946, -1.12994, 1.29817], [2.97237, -1.81146, 0.50810], [3.01193, -0.16008, 1.10368], [1.30900, -1.13578, -1.26873], [1.56008, 1.43686, 0.26635], [1.24976, 1.61902, -1.44327], [-2.47198, -3.14995, -0.87190], [-1.12500, 3.18234, 1.48959]],
  "multiplicity": 1,
  "homo_lumo_gap_ev": 2.482,
  "charge": 3
}

---

Record 4
{
  "formula": "C7H7IO2",
  "method": "ωB97M-V/def2-TZVPD",
  "elements": ["C", "C", "C", "C", "C", "C", "C", "O", "O", "I", "H", "H", "H", "H", "H", "H", "H"],
  "positions_angstrom": [[-0.06904, -0.89087, 1.98908], [1.11602, 0.08208, 0.31984], [-0.44307, -2.05613, 1.31270], [0.82503, 1.49750, 0.13417], [-0.09962, 1.49191, -1.23970], [-0.65398, 0.05619, -1.22443], [0.48373, -0.77978, -0.60470], [-1.18937, -2.87057, 1.72032], [-0.08078, -2.01994, -0.05541], [0.37814, -0.86611, 3.95954], [0.05498, 1.78114, 0.88216], [1.63572, 2.19691, 0.20768], [-0.96021, 2.18386, -1.30782], [0.51095, 1.79078, -2.10801], [-1.62069, 0.04413, -0.58905], [-0.97906, -0.31706, -2.15867], [1.09125, -1.32402, -1.23769]],
  "relative_energy_kj_mol": 633.7,
  "multiplicity": 1,
  "homo_lumo_gap_ev": [7.496, 7.001]
}

---

Record 5
{
  "formula": "C7H7IS",
  "method": "ωB97M-V/def2-TZVPD",
  "elements": ["C", "C", "C", "C", "C", "C", "C", "S", "I", "H", "H", "H", "H", "H", "H", "H"],
  "positions_angstrom": [[1.06837, -2.10090, -0.07654], [1.90340, -1.05881, 0.24728], [-0.24648, -1.98368, -0.54438], [1.38247, 0.21393, 0.26676], [-0.71937, -0.76271, -0.50500], [-0.02380, 0.36166, -0.03460], [-0.68448, 1.65010, -0.03140], [-2.26011, 1.72537, -0.78206], [-1.59592, 2.81223, 2.83109], [1.50436, -3.03381, -0.07967], [2.88158, -1.30336, 0.55088], [-1.01288, -2.71683, -0.63724], [1.98927, 1.03745, 0.64565], [-1.71171, -0.53774, -0.83833], [-0.27627, 2.61076, -0.21626], [-2.19844, 3.08633, -0.79619]],
  "relative_energy_kj_mol": 0.0,
  "multiplicity": 1,
  "homo_lumo_gap_ev": [5.297, 7.046]
}

---

Record 6
{
  "formula": "C7H7N",
  "method": "ωB97M-V/def2-TZVPD",
  "elements": ["C", "C", "C", "C", "C", "C", "C", "H", "H", "H", "H", "H", "H", "H", "N"],
  "positions_angstrom": [[0.75716, -1.73723, 0.10169], [1.23706, -1.21389, 1.08446], [-1.36643, 0.78529, 0.80353], [-0.33244, 1.74287, 0.44097], [0.62636, 1.25072, -0.49840], [0.30484, -0.01295, -1.15525], [-0.73230, -0.82578, -0.53224], [0.58555, -2.36823, -0.78037], [1.56888, -0.65816, 1.99906], [-2.33849, 0.97210, 1.26684], [-0.17282, 2.81248, 0.78887], [1.37701, 2.06162, -0.94783], [0.92767, -0.50280, -1.90289], [-0.96044, -1.79669, -1.06347], [-1.48161, -0.50934, 0.39502]],
  "relative_energy_kj_mol": 577.8,
  "multiplicity": 1,
  "homo_lumo_gap_ev": 7.996
}

---

Record 7
{
  "formula": "C7H7N",
  "method": "ωB97M-V/def2-TZVPD",
  "elements": ["C", "C", "C", "C", "C", "C", "C", "N", "H", "H", "H", "H", "H", "H", "H"],
  "positions_angstrom": [[1.86229, -0.37778, 0.19253], [0.70762, -1.24815, 0.11753], [-1.63962, -0.03568, 0.36859], [-0.41000, -0.38450, -0.51388], [-1.23850, 1.40061, 0.17268], [-0.16383, 1.11083, -0.55335], [2.43762, 0.86995, 0.48689], [3.06129, -0.14091, -0.25343], [0.91801, -2.14375, -0.46924], [0.42277, -1.54623, 1.13014], [-2.60597, -0.32134, -0.04399], [-1.57022, -0.38974, 1.39672], [-0.68328, -0.79467, -1.48898], [-1.69636, 2.31558, 0.50126], [0.59817, 1.68578, -1.04347]],
  "relative_energy_kj_mol": 181.9,
  "s2": 2.020,
  "multiplicity": 3,
  "homo_lumo_gap_ev": [7.357, 7.753]
}

---

Record 8
{
  "formula": "C7H7N2",
  "method": "ωB97M-V/def2-TZVPD",
  "elements": ["C", "C", "C", "C", "C", "C", "C", "N", "N", "H", "H", "H", "H", "H", "H", "H"],
  "positions_angstrom": [[-2.61975, 0.61122, -0.01891], [-2.18643, -0.71610, -0.05453], [-1.69650, 1.70712, 0.04868], [-0.81803, -1.10601, 0.01640], [-0.40643, 1.32288, -0.07941], [0.03279, -0.02943, 0.01221], [2.80647, 0.04498, -0.03424], [0.95020, 1.76801, -0.08161], [1.35639, 0.59871, 0.02834], [-3.71664, 0.68428, 0.00374], [-2.87807, -1.44224, -0.11780], [-2.15529, 2.64629, 0.05335], [-0.38992, -2.14899, -0.05742], [3.19717, -0.18527, -1.03349], [2.69274, -0.89220, 0.57155], [3.55662, 0.84558, 0.43956]],
  "relative_energy_kj_mol": 293.6,
  "multiplicity": 1,
  "homo_lumo_gap_ev": 7.165,
  "charge": 1
}

---

Copy entry 1 word for word.
{
  "formula": "C7H7F3N2O",
  "method": "ωB97M-V/def2-TZVPD",
  "elements": ["C", "N", "N", "C", "C", "F", "F", "F", "C", "C", "C", "C", "O", "H", "H", "H", "H", "H", "H", "H"],
  "positions_angstrom": [[-0.36111, 2.89033, 0.98180], [-0.10707, 1.52052, 0.65150], [1.12422, 1.09172, 0.54505], [1.00305, -0.39294, 0.01359], [2.23047, -0.98005, -0.39792], [3.06540, -1.18069, 0.64010], [2.05191, -2.16848, -1.02803], [2.94087, -0.20469, -1.19264], [-0.40668, -0.62234, -0.15934], [-1.15905, -1.98479, 0.11992], [-1.00728, -1.50640, -1.26003], [-1.10069, 0.63108, 0.30832], [-2.30154, 0.85120, 0.34832], [-1.36355, 2.92556, 0.77166], [-0.05087, 3.14442, 2.01640], [0.38935, 3.44914, 0.29180], [-1.94483, -1.78017, 0.71752], [-0.60334, -2.87270, 0.41411], [-0.49280, -1.86720, -2.03833], [-1.90646, -0.94352, -1.74381]],
  "relative_energy_kj_mol": 202.3,
  "multiplicity": 1,
  "homo_lumo_gap_ev": [7.880, 7.855]
}